No. 1
ORCA calculation (the ωB97M-V functional and the def2-TZVPD basis) on a structure of composition C35H43N8O2PdSi2.

XYZ file:
```
91
Properties=species:S:1:pos:R:3:mulliken_spin:R:1
Pd 1.77 0.91 -0.83 1.3257
C 0.69 0.09 4.75 0.0001
N 0.91 0.68 3.42 0.0023
C 1.13 0.06 2.27 -0.0132
N 1.15 0.95 1.29 0.0561
C 0.93 2.13 1.94 -0.0006
N 0.78 2.01 3.23 0.0028
C -0.78 -0.09 5.07 0.0001
C -1.34 0.54 6.17 0.0000
C -2.70 0.39 6.45 0.0000
C -3.50 -0.36 5.61 0.0000
C -2.94 -0.98 4.49 0.0000
C -1.58 -0.86 4.24 0.0004
C -3.80 -1.73 3.57 0.0000
N -5.07 -1.93 3.63 0.0000
N -5.41 -2.64 2.47 0.0000
C -4.32 -2.80 1.81 0.0000
O -3.25 -2.25 2.44 0.0000
C -4.12 -3.41 0.49 0.0001
C -5.23 -3.77 -0.28 0.0000
C -5.04 -4.25 -1.56 0.0000
C -3.76 -4.36 -2.09 0.0000
C -2.66 -4.02 -1.32 0.0003
C -1.26 -4.12 -1.89 0.0000
N -0.61 -2.82 -2.02 -0.0013
C 0.26 -2.23 -1.20 -0.0081
N 0.58 -1.04 -1.67 0.0324
C -0.14 -0.96 -2.82 -0.0037
N -0.87 -2.02 -3.08 0.0032
C -2.84 -3.56 -0.03 -0.0004
H 1.16 0.75 5.47 0.0003
H 1.22 -0.87 4.76 0.0001
H 1.28 -1.01 2.17 0.0003
H 0.88 3.09 1.43 -0.0012
H -0.72 1.15 6.82 0.0000
H -3.13 0.87 7.31 0.0000
H -4.56 -0.47 5.79 0.0000
H -1.16 -1.35 3.37 -0.0001
H -6.22 -3.65 0.14 0.0000
H -5.90 -4.54 -2.16 0.0000
H -3.62 -4.71 -3.11 0.0000
H -1.29 -4.56 -2.88 0.0003
H -0.62 -4.74 -1.26 0.0001
H 0.64 -2.69 -0.29 -0.0001
H -0.11 -0.11 -3.49 0.0006
H -1.99 -3.31 0.59 0.0002
C 2.30 2.22 -4.08 0.0225
Si 3.63 2.20 -2.77 -0.0216
C 5.29 2.46 -3.56 0.0406
C 3.37 3.60 -1.55 0.0469
C 3.56 0.52 -1.90 0.5221
Si 4.63 0.12 -0.41 -0.0335
C 3.95 -1.49 0.31 0.0360
C 4.61 1.46 0.90 0.0382
C 6.42 -0.11 -0.86 0.0290
H 2.28 3.19 -4.60 -0.0004
H 1.31 2.06 -3.64 -0.0130
H 2.49 1.44 -4.82 0.0003
H 5.28 3.38 -4.15 0.0053
H 5.56 1.63 -4.22 0.0022
H 6.08 2.56 -2.79 -0.0031
H 3.13 4.52 -2.10 0.0027
H 4.29 3.78 -0.98 0.0003
H 2.56 3.43 -0.84 -0.0240
H 3.40 -0.34 -2.55 -0.0509
H 2.86 -1.46 0.35 -0.0219
H 4.34 -1.68 1.32 0.0016
H 4.24 -2.34 -0.33 -0.0011
H 3.64 1.93 1.04 -0.0140
H 5.32 2.25 0.65 0.0009
H 4.92 1.03 1.86 0.0025
H 6.55 -0.82 -1.69 0.0012
H 6.98 -0.48 0.01 0.0032
H 6.86 0.85 -1.17 -0.0012
C -1.19 4.11 -2.43 0.0028
C -0.97 2.82 -1.69 -0.0068
O 0.17 2.56 -1.31 0.0421
C -2.12 1.91 -1.47 0.0034
C -1.99 0.84 -0.58 -0.0025
C -3.05 -0.02 -0.37 0.0000
C -4.25 0.17 -1.05 -0.0004
C -4.39 1.24 -1.92 0.0001
C -3.33 2.11 -2.13 -0.0003
H -0.27 4.67 -2.46 0.0007
H -1.97 4.70 -1.94 -0.0004
H -1.53 3.90 -3.45 0.0001
H -1.06 0.70 -0.06 -0.0072
H -2.94 -0.85 0.32 0.0008
H -5.08 -0.51 -0.89 0.0000
H -5.32 1.39 -2.44 0.0000
H -3.45 2.93 -2.82 0.0000
```

## Properties
lowest unoccupied orbital energy (alpha / beta) = -2.63 / -3.83 eV
HOMO-LUMO gap (alpha / beta) = 0.2915 / 0.2680 Eh
ΔE to the lowest compared entry with this formula, charge and spin = 0.0 kcal per mole
total charge = +1
2S+1 = 3


No. 2
ORCA calculation (the ωB97M-V functional and the def2-TZVPD basis) on a structure of composition C7H22MgN6O5.

XYZ file:
```
41
Properties=species:S:1:pos:R:3:nbo_charge:R:1
Mg 0.06 -0.24 -0.36 1.8095
C 3.49 1.82 -1.91 -0.6308
C 2.50 0.68 -2.02 -0.0402
O 1.99 0.07 -0.85 -1.0818
H 3.63 2.24 -2.90 0.1968
H 4.43 1.42 -1.51 0.1875
H 3.17 2.55 -1.17 0.1945
H 2.83 -0.05 -2.77 0.1161
H 1.60 1.03 -2.53 0.1166
C -2.43 2.65 -1.01 -0.6241
C -2.03 1.42 -1.88 -0.0450
O -1.76 0.35 -0.98 -1.0896
H -2.54 3.55 -1.60 0.1815
H -1.69 2.88 -0.24 0.1915
H -3.34 2.55 -0.42 0.1801
H -1.06 1.71 -2.29 0.1332
H -2.77 1.23 -2.65 0.1334
C 0.57 1.97 1.98 0.7877
O 0.37 1.29 1.01 -0.6963
N 1.74 2.18 2.56 -0.8225
N -0.33 2.60 2.69 -0.8201
H 2.57 1.75 2.19 0.4237
H 1.70 2.59 3.48 0.3743
H -1.33 2.54 2.57 0.4045
H -0.11 2.83 3.65 0.3685
C -0.93 -1.65 2.18 0.7861
O -0.22 -1.26 1.25 -0.7667
N -2.10 -1.16 2.41 -0.8239
N -0.55 -2.56 3.06 -0.8135
H -2.37 -0.53 1.67 0.4452
H -2.58 -1.28 3.29 0.3918
H -1.31 -2.84 3.67 0.3866
H 0.28 -3.10 2.85 0.4189
C -0.13 -3.15 -1.56 0.7868
O -0.07 -1.96 -1.25 -0.7383
N -1.18 -3.72 -2.11 -0.8293
N 0.77 -4.01 -1.29 -0.7973
H -1.21 -4.64 -2.52 0.3862
H -1.76 -3.03 -2.57 0.4148
H 1.61 -3.72 -0.82 0.4200
H 0.51 -4.99 -1.32 0.3836
```

## Properties
lowest unoccupied orbital energy = 0.17 eV
HOMO-LUMO gap = 0.2422 Eh
ΔE to the lowest compared entry with this formula, charge and spin = 47.4 kcal per mole


No. 3
ORCA calculation (the ωB97M-V functional and the def2-TZVPD basis) on a structure of composition C35H42Br14O3.

XYZ file:
```
94
Properties=species:S:1:pos:R:3:mulliken_charge:R:1
O -3.36 -0.76 4.45 -0.6482
C -2.52 -0.50 3.63 0.2410
C -2.78 0.34 2.37 0.3391
C -4.13 0.43 1.91 -0.3708
C -4.41 1.23 0.72 -1.0361
C -3.31 1.91 0.09 -0.0725
C -1.89 1.82 0.58 -1.1325
C -1.63 1.00 1.75 0.5329
C -0.18 0.83 2.31 0.3883
O 0.64 1.67 2.05 -0.5840
C 0.08 -0.42 3.17 -0.0188
C 1.40 -0.99 3.38 -0.9052
C 1.62 -2.18 4.22 1.4579
C 3.09 -2.69 4.42 -0.8159
O 3.39 -3.89 3.71 -0.4607
C 2.87 -5.02 4.31 0.5463
C 2.67 -5.23 5.74 -0.5628
C 2.09 -6.48 6.21 -0.3979
C 1.70 -7.56 5.33 -0.6891
C 1.94 -7.36 3.90 -0.2944
C 2.51 -6.12 3.42 -0.5919
C 0.44 -2.76 4.83 -0.0303
C -0.90 -2.21 4.63 -1.4351
C -1.07 -1.05 3.80 0.4429
H -4.91 -0.14 2.47 0.4004
H -5.46 1.26 0.36 0.3823
H -3.54 2.51 -0.81 0.5564
H -1.05 2.35 0.07 0.5824
H 2.25 -0.47 2.90 0.3271
H 3.39 -2.72 5.50 0.2593
H 3.74 -1.88 3.97 0.3375
H 2.94 -4.42 6.49 0.8486
H 1.90 -6.65 7.30 0.2887
H 1.22 -8.51 5.66 0.3654
H 1.67 -8.12 3.13 0.3251
H 2.68 -6.00 2.33 0.3537
H 0.50 -3.64 5.49 0.5826
H -1.78 -2.67 5.13 0.3466
Br -1.50 0.55 7.40 -0.0399
C -2.50 1.93 8.35 -0.6424
C -3.79 2.26 7.64 -0.6116
Br -3.47 3.38 6.08 -0.1336
H -1.84 2.78 8.46 0.3682
H -2.70 1.50 9.33 0.3486
H -4.44 2.84 8.29 0.3642
H -4.33 1.38 7.29 0.3551
Br -3.90 2.03 -4.93 -0.1721
C -2.47 0.73 -4.67 -0.1429
C -2.48 0.18 -3.26 -0.7429
Br -1.74 1.45 -1.98 0.0638
H -1.54 1.23 -4.92 -0.1045
H -2.66 -0.05 -5.39 0.3895
H -1.84 -0.70 -3.19 0.3978
H -3.48 -0.07 -2.91 0.4195
Br 0.71 2.61 -4.38 -0.1406
C 1.61 0.89 -4.55 -0.6188
C 2.15 0.69 -5.94 -0.4461
Br 0.73 0.23 -7.19 -0.1282
H 0.89 0.13 -4.26 0.3091
H 2.42 0.92 -3.82 0.4540
H 2.83 -0.15 -5.97 0.3514
H 2.65 1.57 -6.34 0.2292
Br 1.37 -3.48 7.47 0.0425
C 0.88 -1.91 8.51 -0.6390
C 1.68 -1.81 9.78 -0.6583
Br 1.02 -3.06 11.13 -0.1622
H -0.19 -1.96 8.68 0.4021
H 1.10 -1.06 7.86 0.2423
H 1.57 -0.83 10.23 0.4127
H 2.74 -2.03 9.64 0.3672
Br -1.12 5.21 -1.75 -0.1412
C -2.82 5.61 -2.61 -0.5008
C -3.54 6.73 -1.91 -0.5897
Br -4.37 6.12 -0.26 -0.1336
H -3.39 4.68 -2.63 0.2677
H -2.56 5.89 -3.63 0.3653
H -4.36 7.10 -2.52 0.3675
H -2.89 7.56 -1.65 0.3658
Br 5.51 0.61 -7.91 -0.1583
C 4.55 0.72 -9.60 -0.5170
C 4.33 2.16 -10.01 -0.5315
Br 2.89 2.98 -8.98 -0.1049
H 3.62 0.17 -9.47 0.2976
H 5.18 0.21 -10.32 0.3987
H 4.00 2.21 -11.05 0.1788
H 5.21 2.78 -9.88 0.4496
Br 2.48 2.10 -14.02 -0.1620
C 0.92 2.12 -12.86 -0.5716
C 1.06 1.12 -11.74 -0.0101
Br 0.73 -0.69 -12.37 -0.1266
H 0.05 1.94 -13.49 0.4331
H 0.88 3.14 -12.46 0.3441
H 0.31 1.30 -10.98 0.3280
H 2.05 1.13 -11.28 -0.2409
```

## Properties
lowest unoccupied orbital energy = -0.51 eV
HOMO-LUMO gap = 0.2885 Eh
ΔE to the lowest compared entry with this formula, charge and spin = 0.0 kcal per mole


No. 4
ORCA calculation (the ωB97M-V functional and the def2-TZVPD basis) on the molecule C17H26N2O3S.

XYZ file:
```
49
Properties=species:S:1:pos:R:3:nbo_charge:R:1
O 0.76 -0.13 2.54 -0.6152
O 1.81 -1.19 4.82 -0.3174
O -1.79 -2.24 2.81 -0.7293
S -2.53 -1.63 -1.68 0.1799
C 0.39 -1.26 2.86 0.6149
C 0.67 0.19 8.61 -0.2389
C 2.03 -0.11 8.28 -0.1866
C -0.30 0.06 7.64 -0.1827
C 2.39 -0.53 7.02 -0.2609
C 0.06 -0.36 6.35 -0.2912
C 1.39 -0.68 6.04 0.2922
N 0.83 -1.80 4.04 -0.3251
N -1.83 -0.20 1.09 -0.8901
C -0.96 -1.49 -2.65 -0.5236
C 0.52 0.50 -5.46 -0.3973
C 1.24 -0.45 -4.54 -0.4060
C -0.98 0.60 -5.06 -0.4009
C 1.09 -0.01 -3.09 -0.3990
C -1.18 0.91 -3.57 -0.4016
C -0.38 -0.04 -2.66 -0.2322
C -1.88 -2.35 -0.14 -0.5495
C -0.59 -2.07 2.06 0.0032
C -0.99 -1.38 0.72 -0.0752
H -2.27 -1.41 2.57 0.4998
H 0.54 0.55 9.63 0.2168
H 2.79 -0.02 9.02 0.2114
H -1.33 0.26 7.91 0.2181
H 3.44 -0.69 6.77 0.2282
H -0.72 -0.44 5.59 0.2331
H 0.49 -2.73 4.31 0.3931
H -1.23 0.54 1.48 0.3965
H -2.29 0.15 0.25 0.3843
H -1.23 -1.81 -3.68 0.2245
H -0.23 -2.20 -2.27 0.2199
H 0.58 0.23 -6.54 0.2086
H 1.01 1.47 -5.33 0.1928
H 0.90 -1.47 -4.68 0.1940
H 2.30 -0.48 -4.81 0.2084
H -1.50 -0.33 -5.31 0.1916
H -1.44 1.41 -5.63 0.2100
H 1.67 -0.71 -2.48 0.2046
H 1.51 1.01 -2.94 0.2079
H -2.23 0.77 -3.36 0.2111
H -0.89 1.95 -3.36 0.2044
H -0.52 0.40 -1.67 0.2107
H -1.38 -3.30 -0.39 0.2203
H -2.73 -2.68 0.48 0.2480
H -0.13 -3.06 1.82 0.1911
H -0.08 -1.07 0.18 0.2032
```

## Properties
lowest unoccupied orbital energy = 0.71 eV
HOMO-LUMO gap = 0.3506 Eh
ΔE to the lowest compared entry with this formula, charge and spin = 67.6 kcal per mole
SMILES string = N[C@H](CSCC1CCCCC1)[C@H](O)C(=O)NOc1ccccc1


no.,DFT total energy (eV)
1,-72239.4243
2,-32242.3637
3,-1023710.3468
4,-38007.5851